Entry 1:
C6H9NO2 as an isolated structure at a distorted geometry. Source: the Open Molecules 2025 dataset; level of theory: the ωB97M-V functional and the def2-TZVPD basis.

Structure (ORCA input):
```
! wB97M-V def2-TZVPD RIJCOSX def2/J DEFGRID3
* xyz 0 1
C 0.450 -1.622 0.384
N 0.274 -0.449 -0.460
C -2.214 -0.424 -0.084
C -0.514 0.546 -0.149
C 1.650 0.486 -0.743
C -0.667 1.823 0.148
C 2.766 0.317 -0.060
O -3.222 0.463 0.141
O -2.489 -1.578 -0.313
H -4.075 -0.010 0.122
H 1.521 1.113 -1.613
H 1.262 -2.213 -0.040
H 0.691 -1.365 1.418
H -0.477 -2.191 0.383
H 0.161 2.492 0.310
H -1.663 2.236 0.173
H 2.832 -0.295 0.828
H 3.713 0.673 -0.447
*
```

Frontier orbital gap in eV: 9.4505
ΔE to the lowest compared entry with this formula, charge and spin in kJ/mol: 411.5
E_tot in hartree: -439.1196

Mulliken atomic charge list, values in e, 2 entries:
1 C -0.9737
2 N -0.0209

Entry 2:
A 2-piece molecular cluster, C6H9NO2 overall at a distorted geometry. Source: the Open Molecules 2025 dataset; level of theory: the ωB97M-V functional and the def2-TZVPD basis.

Structure (ORCA input):
```
! wB97M-V def2-TZVPD RIJCOSX def2/J DEFGRID3
* xyz 0 3
C -0.060 -1.525 -1.214
C -0.147 -0.402 -1.972
C -0.266 -1.215 0.226
C -0.423 0.706 -1.165
C -0.526 0.304 0.259
C 0.453 1.078 1.141
N -2.913 0.948 -1.518
O -3.394 1.121 -2.603
O -3.415 0.820 -0.430
H 0.142 -2.519 -1.567
H -0.021 -0.355 -3.038
H -1.098 -1.789 0.638
H 0.620 -1.478 0.811
H -0.395 1.732 -1.482
H -1.550 0.507 0.618
H 0.361 0.766 2.177
H 0.252 2.144 1.079
H 1.474 0.901 0.810
*
```

Frontier orbital gap (spin up / spin down) in eV: 6.8479 / 8.2000
ΔE to the lowest compared entry with this formula, charge and spin in kJ/mol: 56.0
Expectation value of S²: 2.03
E_tot in hartree: -439.0620

Mulliken atomic charge list, values in e, 2 entries:
1 C -0.5524
2 C -0.2650

Entry 3:
The molecule C6H9NO2S. Source: the Open Molecules 2025 dataset; level of theory: the ωB97M-V functional and the def2-TZVPD basis.

Structure (ORCA input):
```
! wB97M-V def2-TZVPD RIJCOSX def2/J DEFGRID3
* xyz 0 1
C -1.681 -2.117 -0.001
C -1.803 -0.760 0.016
C 0.385 -0.902 0.010
C -3.075 0.015 0.033
C 1.955 1.036 -0.065
C 1.825 -0.485 0.014
N -0.616 -0.098 0.021
O 2.375 -0.983 1.210
O 2.416 -1.107 -1.102
S -0.028 -2.588 -0.009
H -2.459 -2.853 -0.010
H -3.186 0.526 0.989
H -3.056 0.771 -0.749
H -3.925 -0.645 -0.119
H 3.008 1.320 -0.065
H 1.484 1.391 -0.976
H 1.457 1.484 0.789
H 3.282 -0.668 1.310
H 3.339 -0.836 -1.178
*
```

Frontier orbital gap in eV: 9.4361
ΔE to the lowest compared entry with this formula, charge and spin in kJ/mol: 0.0
Structure (SMILES): Cc1csc(C(C)(O)O)n1
E_tot in hartree: -837.4587

Mulliken atomic charge list, values in e, 2 entries:
1 C -0.4318
2 C 0.3151

Entry 4:
C6H9NO3 as an isolated structure at a distorted geometry. Source: the Open Molecules 2025 dataset; level of theory: the ωB97M-V functional and the def2-TZVPD basis.

Structure (ORCA input):
```
! wB97M-V def2-TZVPD RIJCOSX def2/J DEFGRID3
* xyz 0 1
C -0.660 -0.478 0.751
C -1.662 0.658 0.785
C -0.472 -0.711 -1.435
C -1.340 -0.574 -2.305
H -0.162 -0.507 1.725
H -1.112 -1.468 0.675
H -2.286 0.686 -0.111
H -2.333 0.550 1.643
H -1.172 1.629 0.884
H -2.362 -0.424 -2.557
C 1.406 1.105 0.066
C 1.177 -0.398 -0.010
N 2.157 -1.115 0.599
O 0.905 1.832 -0.928
O 1.965 1.581 1.020
O 0.854 -0.912 -1.258
H 0.397 1.276 -1.554
H 2.006 -2.107 0.710
H 2.695 -0.624 1.302
*
```

Frontier orbital gap in eV: 9.0008
ΔE to the lowest compared entry with this formula, charge and spin in kJ/mol: 461.6
E_tot in hartree: -514.3370

Mulliken atomic charge list, values in e, 2 entries:
1 C -0.6979
2 C -0.9247

Entry 5:
The molecule C6H9NO3 at a distorted geometry. Source: the Open Molecules 2025 dataset; level of theory: the ωB97M-V functional and the def2-TZVPD basis.

Structure (ORCA input):
```
! wB97M-V def2-TZVPD RIJCOSX def2/J DEFGRID3
* xyz 0 1
C 1.439 0.484 -1.543
C 0.253 0.120 -1.118
C -0.009 -0.675 0.129
C -1.304 -0.323 1.070
C 1.145 -1.531 0.663
C -2.136 0.842 0.714
N -1.216 -0.699 2.440
O -1.613 0.179 3.126
O -0.910 -1.820 2.693
O -1.229 -1.384 0.079
H 1.573 1.059 -2.414
H 2.255 0.063 -0.984
H -0.710 0.308 -1.644
H 0.857 -2.434 1.246
H 1.706 -0.988 1.341
H 1.709 -1.644 -0.274
H -1.692 1.749 0.799
H -3.110 0.914 1.294
H -2.366 0.695 -0.280
*
```

Frontier orbital gap in eV: 10.0383
ΔE to the lowest compared entry with this formula, charge and spin in kJ/mol: 550.2
Structure (SMILES): C=C[C@]1(C)O[C@@]1(C)[N+](=O)[O-]
E_tot in hartree: -514.3033

Mulliken atomic charge list, values in e, 2 entries:
1 C -0.8827
2 C -0.4613

Entry 6:
A 2-piece molecular cluster, C6H9NO3 overall at a distorted geometry. Source: the Open Molecules 2025 dataset; level of theory: the ωB97M-V functional and the def2-TZVPD basis.

Structure (ORCA input):
```
! wB97M-V def2-TZVPD RIJCOSX def2/J DEFGRID3
* xyz 0 1
O -1.955 0.309 -4.648
C -1.399 -0.337 -3.790
C -2.007 -0.569 -2.413
N -1.403 -1.704 -1.770
C -1.647 -2.981 -2.394
C -0.551 -3.297 -3.419
O -0.397 -2.180 -4.290
C 0.718 -3.649 -2.750
C 1.828 -3.654 -2.265
H -1.855 0.354 -1.839
H -3.093 -0.690 -2.571
H -0.642 -1.625 -1.111
H -1.714 -3.795 -1.656
H -2.600 -2.969 -2.943
H -0.862 -4.148 -4.041
H 2.779 -3.802 -1.784
O 0.295 0.042 -3.463
H 0.537 -1.389 -3.745
H 0.515 0.647 -4.181
*
```

Frontier orbital gap in eV: 9.3684
ΔE to the lowest compared entry with this formula, charge and spin in kJ/mol: 488.2
E_tot in hartree: -514.3269

Mulliken atomic charge list, values in e, 2 entries:
1 O -0.5242
2 C 0.8199

Entry 7:
A 2-piece molecular cluster, C6H9NOS overall at a distorted geometry. Source: the Open Molecules 2025 dataset; level of theory: the ωB97M-V functional and the def2-TZVPD basis.

Structure (ORCA input):
```
! wB97M-V def2-TZVPD RIJCOSX def2/J DEFGRID3
* xyz 0 1
C 0.215 -0.457 1.573
C 1.085 0.329 1.465
C -0.529 -2.427 -1.225
C -0.917 -1.070 -1.111
C 2.088 1.292 1.047
C -1.754 1.078 -0.672
N -0.838 0.170 -1.252
O -1.762 -1.989 -0.587
S 0.408 0.881 -2.114
H -0.574 -1.127 1.792
H -0.728 -2.921 -2.164
H 0.203 -2.909 -0.495
H 1.894 1.442 -0.062
H 3.061 0.756 1.255
H 1.930 2.073 1.648
H -2.103 1.811 -1.449
H -2.454 0.475 -0.130
H -1.059 1.799 -0.021
*
```

Frontier orbital gap in eV: 8.3236
ΔE to the lowest compared entry with this formula, charge and spin in kJ/mol: 458.7
Structure (SMILES): C/[N+]([S-])=C1/CO1.C#CC
E_tot in hartree: -761.9937

Mulliken atomic charge list, values in e, 2 entries:
1 C -0.2916
2 C -0.0014

Entry 8:
The molecule C6H9NS at a distorted geometry. Source: the Open Molecules 2025 dataset; level of theory: the ωB97M-V functional and the def2-TZVPD basis.

Structure (ORCA input):
```
! wB97M-V def2-TZVPD RIJCOSX def2/J DEFGRID3
* xyz 0 1
C -1.314 0.025 -1.320
C 0.266 -0.066 -1.196
C 0.619 0.036 0.338
C 1.970 0.241 0.890
C -0.689 0.633 0.834
C -1.622 -0.296 0.136
H -1.650 1.017 -1.627
H -1.748 -0.680 -2.017
H 0.746 0.747 -1.756
H 0.663 -1.013 -1.585
H 2.823 0.251 0.195
H 2.033 0.797 1.801
H 0.958 -1.223 1.917
H -0.797 1.621 0.423
H -1.357 -1.323 0.279
N 1.315 -1.077 0.964
S -2.217 0.309 1.725
*
```

Frontier orbital gap in eV: 9.8817
ΔE to the lowest compared entry with this formula, charge and spin in kJ/mol: 350.2
Structure (SMILES): C1C[C@@]2(CN2)[C@@H]2S[C@@H]12
E_tot in hartree: -686.8294

Mulliken atomic charge list, values in e, 2 entries:
1 C -0.7496
2 C -0.6889

Entry 9:
The molecule C6H9NS at a distorted geometry. Source: the Open Molecules 2025 dataset; level of theory: the ωB97M-V functional and the def2-TZVPD basis.

Structure (ORCA input):
```
! wB97M-V def2-TZVPD RIJCOSX def2/J DEFGRID3
* xyz 0 1
C -0.238 0.804 2.575
C -0.141 0.738 1.104
C -0.089 -1.471 -1.334
C 1.364 -1.155 -0.928
C 1.866 -0.123 -0.301
C 1.165 1.053 0.408
H 0.254 1.674 2.949
H -1.289 0.772 2.814
H 0.196 -0.044 3.058
H -0.499 -2.373 -0.816
H -0.186 -1.712 -2.403
H 2.060 -1.984 -1.253
H 2.965 0.008 -0.405
H 0.850 1.804 -0.342
H 1.871 1.529 1.133
N -1.210 0.382 0.518
S -1.332 -0.089 -1.094
*
```

Frontier orbital gap in eV: 8.8489
ΔE to the lowest compared entry with this formula, charge and spin in kJ/mol: 161.3
Structure (SMILES): CC1=NSCC=CC1
E_tot in hartree: -686.9014

Mulliken atomic charge list, values in e, 2 entries:
1 C -1.1692
2 C 0.8920

Entry 10:
The molecule C6H9NS at a distorted geometry. Source: the Open Molecules 2025 dataset; level of theory: the ωB97M-V functional and the def2-TZVPD basis.

Structure (ORCA input):
```
! wB97M-V def2-TZVPD RIJCOSX def2/J DEFGRID3
* xyz 0 1
C -1.303 -0.210 0.194
C 0.030 -1.021 0.188
C 1.125 0.039 0.021
C 2.366 -0.034 0.806
C 0.488 1.305 -0.315
C -0.844 1.169 -0.236
H -2.002 -0.478 -1.644
H -3.278 -0.371 -0.514
H -1.697 -0.186 1.232
H 0.001 -1.713 -0.689
H 0.246 -1.605 1.087
H 2.722 0.918 1.189
H 2.330 -0.826 1.545
H 1.016 2.229 -0.546
H -1.537 1.865 -0.666
N -2.306 -0.730 -0.705
S 2.642 -0.349 -0.947
*
```

Frontier orbital gap in eV: 9.6136
ΔE to the lowest compared entry with this formula, charge and spin in kJ/mol: 114.7
Structure (SMILES): N[C@@H]1C=C[C@@]2(CS2)C1
E_tot in hartree: -686.9191

Mulliken atomic charge list, values in e, 2 entries:
1 C 0.3639
2 C -0.9143